42
Properties=species:S:1:pos:R:3 method="wB97M-V/def2-TZVPD" largest_force_ev_per_a=3.48 s_squared=2.0115 e_homo_ev="-0.48 / -0.57" spin_multiplicity=3 charge=-2 relative_energy_kj_mol=114.28 total_energy_ev=-39758.6646
Pd 1.29721 0.21062 -0.55550
O 5.03737 -0.78595 -0.40313
S 3.58584 -0.58912 -0.38955
O 2.91280 -1.78793 0.18698
O 3.23453 0.60451 0.45249
O 3.08454 -0.37168 -1.78701
C 0.86871 -0.86729 3.80008
C 0.27468 -1.91090 2.84802
C -1.24643 -2.01499 3.03267
C 0.93022 -3.28075 3.10617
N 0.51537 -1.41843 1.50313
N -0.02669 -2.32039 0.49238
H 0.63352 -1.09983 4.84028
H 0.46594 0.10687 3.53807
H 1.94741 -0.81850 3.66915
H -1.49719 -2.43470 4.00671
H -1.64775 -2.64367 2.24163
H -1.68553 -1.02611 2.93234
H 0.76774 -3.59596 4.13657
H 1.99947 -3.22914 2.91513
H 0.50649 -4.02791 2.44146
H 1.53740 -1.34646 1.33211
H -0.45457 -1.69019 -0.20208
H 0.77272 -2.76706 0.02742
C -2.33744 -0.16218 -3.21164
C -2.00989 1.27574 -2.92381
C -2.63667 2.29286 -3.59868
C -2.29595 3.62642 -3.39233
C -1.25255 3.91505 -2.51550
C -0.59097 2.93077 -1.82413
C 0.57304 3.26763 -0.93994
C -0.98168 1.53869 -1.94037
N -0.51814 0.57827 -1.19800
H -3.00924 -0.25575 -4.07053
H -2.79757 -0.63784 -2.34272
H -1.41080 -0.70003 -3.41541
H -3.40990 2.04738 -4.32827
H -2.80250 4.42187 -3.92891
H -0.94901 4.95598 -2.39310
H 0.90343 4.29273 -1.11601
H 1.40892 2.56479 -1.14205
H 0.30314 3.15258 0.11589

***

111
Properties=species:S:1:pos:R:3 method="wB97M-V/def2-TZVPD" largest_force_ev_per_a=2.98 e_homo_ev=-9.10 total_energy_ev=-178546.1234
C -2.62028 9.94700 -12.42676
C -4.05337 10.13252 -12.85460
C -5.11299 10.29202 -11.80705
O -6.33690 10.33715 -12.48223
C -7.42364 10.68424 -11.64296
N -4.24162 11.29206 -13.85060
H -5.17643 11.37462 -14.25934
H -3.94579 12.17007 -13.41652
H -3.61127 11.15448 -14.64592
H -2.23185 10.74361 -11.79388
H -2.03158 9.92326 -13.34565
H -2.59118 8.99693 -11.89920
H -4.42509 9.30813 -13.46948
H -4.96918 11.20829 -11.21165
H -5.11469 9.50784 -11.04117
H -7.43961 11.74084 -11.33354
H -7.27954 10.12093 -10.71536
H -8.40748 10.63151 -12.10325
As -11.31150 13.68470 -11.11300
F -12.43520 12.48392 -11.70225
F -12.57235 14.61917 -10.35497
F -10.13788 14.84376 -10.48542
F -10.00195 12.79079 -11.89045
F -11.49733 14.56754 -12.60046
F -11.08563 12.69964 -9.68800
C -13.90366 13.82748 -14.49591
C -15.00567 12.81452 -14.72369
C -15.93548 13.12630 -13.54056
O -15.98764 14.53642 -13.55559
C -14.65409 15.00508 -13.89209
H -13.36520 13.99336 -15.43163
H -13.13339 13.41045 -13.84706
H -14.75231 11.75794 -14.83373
H -15.50791 13.04252 -15.67042
H -15.51816 12.72930 -12.60477
H -16.93345 12.69402 -13.62936
H -14.12597 15.45218 -13.05036
H -14.90560 15.73796 -14.66248
C -13.73393 9.45949 -10.23452
C -12.43712 9.21093 -9.49697
C -11.98375 7.83296 -10.00661
O -12.40077 7.80404 -11.38137
C -13.65641 8.49190 -11.41266
H -13.83370 10.49460 -10.55635
H -14.61774 9.19629 -9.65107
H -12.54575 9.03331 -8.42497
H -11.76851 10.02770 -9.76287
H -12.37041 7.08123 -9.31384
H -10.89513 7.81346 -10.06987
H -14.47303 7.77837 -11.24089
H -13.80492 8.93188 -12.39768
O -13.08701 12.69753 -5.34938
S -14.47399 13.10363 -5.51964
O -15.10507 14.05692 -4.63781
O -14.63547 13.64388 -7.05524
C -14.09847 12.86326 -8.11037
C -14.98178 12.99722 -9.33941
C -15.43362 11.60219 -5.63606
H -13.91345 11.80098 -7.91767
H -13.08483 13.20589 -8.32546
H -14.53739 12.64778 -10.26678
H -15.27613 14.04442 -9.41578
H -15.87583 12.39027 -9.16535
H -16.48286 11.68548 -5.90009
H -15.43643 11.24293 -4.59923
H -14.89594 10.82529 -6.17002
O -15.38519 19.02880 -8.27725
S -15.46770 17.70247 -8.84376
O -15.60417 16.53498 -7.99883
O -16.69616 17.74867 -9.89619
C -17.45810 16.54647 -10.16172
C -18.75248 16.63143 -9.37096
C -14.05863 17.41530 -9.98340
H -16.81956 15.67224 -10.03849
H -17.72170 16.60357 -11.21868
H -18.66405 16.69788 -8.29050
H -19.47258 15.91494 -9.76756
H -19.15497 17.60556 -9.66999
H -14.31896 18.03160 -10.84130
H -14.07476 16.34602 -10.15860
H -13.18937 17.84423 -9.49513
O -8.09911 17.98447 -12.77143
S -9.13331 18.96395 -12.62683
O -8.90576 20.39916 -12.50940
O -10.10527 18.83755 -13.96001
C -10.41724 17.53360 -14.39756
C -9.68865 17.34653 -15.74150
C -10.30668 18.41907 -11.37479
H -11.49249 17.37983 -14.56358
H -10.25621 16.64989 -13.77011
H -9.98109 16.48753 -16.35082
H -8.63437 17.28283 -15.47109
H -9.89729 18.19062 -16.39822
H -9.74908 18.18940 -10.46347
H -10.71850 17.46559 -11.69224
H -11.02324 19.20020 -11.14538
O -8.54669 16.92614 -8.65047
S -7.45424 16.24929 -8.01444
O -6.60039 16.98550 -7.12230
O -8.01609 15.00446 -7.15194
C -9.24045 14.34726 -7.50593
C -9.65008 13.45024 -6.34164
C -6.51097 15.28416 -9.19187
H -9.08405 13.71416 -8.38170
H -10.04313 15.03458 -7.76359
H -8.79228 12.92089 -5.92809
H -10.39027 12.71464 -6.65307
H -10.10906 14.06790 -5.57027
H -5.80443 14.68709 -8.62091
H -5.89917 15.97544 -9.77195
H -7.25201 14.74039 -9.77069

***

21
Properties=species:S:1:pos:R:3 method="wB97M-V/def2-TZVPD" largest_force_ev_per_a=5.99 s_squared=2.0167 e_homo_ev="-4.74 / -8.90" spin_multiplicity=3 relative_energy_kj_mol=0.00 total_energy_ev=-10996.1173
C 2.56570 -1.11060 -0.01555
C 2.62108 0.29808 0.15461
C 1.24693 -1.47723 -0.24666
C 1.32700 0.78839 0.03548
C 0.54298 1.97951 0.04640
C -0.78476 1.78929 -0.19401
C -0.93447 0.02266 -0.09144
C -1.65698 -0.63393 -1.21844
C -1.63257 -0.25910 1.29589
N 0.48268 -0.32606 -0.14413
H 3.46424 -1.65372 0.30951
H 3.43140 0.86074 0.28621
H 0.74215 -2.38129 -0.16301
H 1.05820 2.93578 0.10990
H -1.61809 2.41260 -0.05211
H -1.52235 -1.63068 -1.32997
H -1.36471 -0.12584 -2.12980
H -2.74721 -0.57363 -1.07318
H -1.70934 -1.33510 1.29206
H -2.49095 0.27002 1.14458
H -1.02097 0.15010 1.98368

***

72
Properties=species:S:1:pos:R:3 method="wB97M-V/def2-TZVPD" largest_force_ev_per_a=10.68 e_homo_ev=-8.81 smiles="CCOCCOCCOC[PH](I)(CCN)N=C=O.COCCOC.COCCOC" relative_energy_kj_mol=660.24 total_energy_ev=-56085.4235
C -2.18006 -0.18535 -0.15683
C -2.29925 0.77652 -1.48144
O -1.07924 1.52520 -1.82027
C 0.13226 0.69514 -1.73739
C 0.99136 1.02559 -0.34516
O 2.34405 1.57257 -0.63583
C 2.85331 1.96608 0.71910
C 2.47910 3.58954 0.86403
O 3.79055 4.28249 0.99509
C 4.14878 4.28452 2.43203
P 3.84545 6.06283 3.14113
I 2.03206 5.19039 4.63224
C 4.77618 6.80305 4.64036
C 4.30596 8.34710 5.00935
N 2.99710 8.38435 5.81163
N 5.21455 6.60291 2.10231
C 4.86577 7.85158 1.58456
O 4.86567 9.19728 1.37444
H -1.46344 -1.12245 -0.32849
H -3.25268 -0.60407 0.07731
H -1.78669 0.47220 0.73254
H -3.12829 1.59623 -1.22479
H -2.74965 0.18256 -2.41328
H -0.03296 -0.44910 -1.91771
H 0.84408 1.06308 -2.62230
H 0.37443 1.80297 0.28342
H 1.11015 0.00379 0.21301
H 4.00336 1.77285 0.82856
H 2.32608 1.32523 1.56816
H 1.88430 3.97961 -0.08956
H 1.78799 3.74476 1.81553
H 3.59492 3.46746 3.06615
H 5.31421 4.07950 2.52591
H 2.89254 6.89791 2.42758
H 4.56111 6.15283 5.59685
H 5.94636 6.85246 4.46606
H 5.18150 8.83140 5.65855
H 4.17783 9.03487 4.06258
H 3.22008 7.90514 6.71168
H 2.88940 9.40254 6.06098
C -5.42704 -3.72557 -0.38073
O -4.28751 -3.13636 0.23694
C -4.18525 -3.47865 1.62268
C -3.14520 -4.58085 1.84735
O -3.56689 -5.81849 1.26583
C -2.92385 -6.07809 0.02177
H -5.31835 -3.62773 -1.46459
H -5.52355 -4.78621 -0.13602
H -6.33063 -3.19165 -0.07055
H -5.16109 -3.77094 2.02544
H -3.86010 -2.57707 2.15077
H -3.04285 -4.75342 2.92363
H -2.16353 -4.28118 1.45994
H -1.88982 -6.38808 0.19977
H -2.93808 -5.20402 -0.63525
H -3.45433 -6.89415 -0.47424
C 0.62475 -5.74533 -5.27521
O -0.67767 -6.04233 -5.76786
C -1.55322 -6.50880 -4.73649
C -2.50096 -5.39976 -4.26868
O -1.78696 -4.35406 -3.60200
C -1.58452 -3.21921 -4.43849
H 1.16040 -5.17892 -6.04228
H 0.59090 -5.14638 -4.36183
H 1.16742 -6.67667 -5.08578
H -0.98261 -6.91872 -3.89608
H -2.14842 -7.32028 -5.16622
H -3.20223 -5.82054 -3.54080
H -3.08540 -5.00120 -5.10721
H -2.52202 -2.66422 -4.53879
H -1.21679 -3.50242 -5.42867
H -0.84281 -2.57226 -3.96445